# 1
{"formula": "C31H27BCrN7O6S2SeTe", "method": "ωB97M-V/def2-TZVPD", "lumo_energy_ev": [4.0, 4.0], "charge": -2, "e_above_lowest_kcal_mol": 17.0, "multiplicity": 4, "gap_ev": [5.825, 5.886], "s_squared": 3.7981, "e_tot_ha": -6567.61613, "species": ["H", "H", "C", "C", "C", "O", "C", "C", "H", "C", "H", "H", "H", "O", "C", "H", "N", "N", "Cr", "H", "H", "C", "C", "H", "H", "H", "C", "H", "H", "C", "C", "H", "H", "H", "H", "C", "H", "Te", "C", "C", "C", "C", "O", "C", "S", "H", "O", "N", "H", "H", "C", "Se", "C", "H", "C", "C", "B", "H", "C", "H", "N", "C", "C", "C", "C", "C", "H", "O", "N", "N", "C", "S", "O", "N", "C", "H", "C"], "xyz": [[3.05126, 1.32387, -3.47454], [-0.07285, 1.05745, 4.57734], [-6.41352, 0.43651, 0.66292], [1.34394, 2.63992, 4.45637], [0.68405, 1.52921, 3.97638], [-7.66764, 0.25398, 1.22206], [2.63709, 2.64499, 2.48588], [-0.47397, -4.28037, -0.07410], [-2.00517, 1.31437, 1.60969], [-2.41734, 0.32817, -0.77102], [1.87143, 2.21049, -2.11693], [-6.61836, 2.31674, -0.34364], [1.06765, 3.04781, 5.42244], [-1.61273, -0.36570, -0.03701], [-0.13188, 2.80377, 0.00288], [-3.99890, 0.80573, 6.10131], [3.05772, 0.40294, -1.42367], [2.46419, -0.09654, -0.32946], [0.41863, -0.23500, -0.09119], [5.61074, -0.82367, 0.18533], [-2.17789, -0.72732, 5.34254], [-3.56788, 0.91110, 5.11085], [-2.00586, 0.20650, 3.43801], [-7.87899, -0.88012, 2.93328], [2.87172, 4.11519, 4.04443], [-5.96387, 2.32978, 5.13094], [2.34325, 3.23619, 3.70026], [-4.70130, 3.47730, 5.58306], [-3.81789, 2.82888, 2.33584], [-4.65963, 1.40008, -0.58015], [-2.56474, 0.05145, 4.69789], [-1.04478, -1.96774, -2.34714], [3.17810, -1.07672, 1.38745], [-2.25888, -7.08080, -1.34338], [3.42961, 3.03248, 1.85008], [-0.38022, -1.27511, -2.83654], [-4.24409, 2.17855, -1.20542], [1.05077, -2.82136, 0.10010], [-2.45686, 1.19794, 2.58702], [-3.83940, 0.32971, -0.25076], [-3.46956, 2.05007, 3.00459], [3.41463, -0.63271, 0.43444], [-0.05981, -1.34459, 4.17568], [0.78887, -0.07332, -4.25016], [-0.61514, -5.26545, -1.49381], [-3.63913, -1.52768, 0.83683], [-1.30220, -1.91400, 2.14461], [0.17894, 1.69816, -0.16944], [5.02302, 0.50356, -2.15560], [-8.33278, -1.68972, 1.40708], [-4.03088, 1.92324, 4.26932], [-0.56790, 4.48007, 0.28948], [-1.35122, -4.71982, 0.87578], [-1.44417, -4.20741, 1.82220], [-5.97299, 1.47866, -0.11609], [-5.59738, -0.63231, 0.98946], [2.29574, 1.17419, -2.54296], [-5.41242, 3.54864, 3.96695], [-7.61368, -1.00240, 1.87593], [-2.84675, -6.33263, 1.11289], [0.42563, -0.48250, -2.13598], [-4.29682, -0.71258, 0.56190], [-5.09287, 2.87397, 4.76054], [4.37397, 0.17833, -1.36097], [-2.12244, -5.84240, 0.47485], [-0.19754, -1.04571, -4.19645], [-0.69828, -1.52038, -5.02233], [-2.17770, 0.96362, -1.79127], [2.00306, 1.59040, 1.99927], [0.33805, -0.01350, 2.04841], [-1.83780, -6.25598, -0.78984], [-0.67777, -0.89757, 2.94260], [-6.30935, -1.52980, 1.76889], [1.14311, 0.24196, -3.00111], [4.65558, -0.48651, -0.17782], [1.24174, 0.41830, -5.09422], [0.99802, 1.03236, 2.68821]], "mulliken_charge": [-0.208, 0.326, 1.082, -0.713, -0.863, -0.526, -0.451, -0.080, 0.056, -0.366, -0.108, 0.391, 0.392, 0.538, 0.093, 0.371, -0.477, 1.316, 0.151, 0.392, 0.481, -0.731, -0.421, 0.258, 0.353, 0.376, -0.744, 0.344, 0.386, -0.627, -0.717, 0.494, 0.631, 0.366, 0.376, -0.764, 0.526, 0.129, 0.287, 0.014, -0.963, -0.736, -0.795, -0.254, -0.166, 0.481, -0.366, -0.486, 0.411, 0.242, 1.209, -0.309, -0.287, 0.490, -1.130, 1.085, 0.140, 0.343, -0.295, 0.334, 1.265, -0.897, -1.761, -0.164, -0.614, -1.192, 0.394, -0.681, 0.062, 0.872, -0.459, 0.945, -0.528, -0.265, -1.375, 0.412, 0.707]}

---

# 2
{"formula": "C31H27BCrN7O6S2SeTe", "method": "ωB97M-V/def2-TZVPD", "lumo_energy_ev": [3.9, 3.9], "charge": -2, "e_above_lowest_kcal_mol": 16.1, "multiplicity": 4, "gap_ev": [5.865, 6.010], "s_squared": 3.8755, "e_tot_ha": -6567.61762, "species": ["N", "Se", "C", "H", "C", "H", "C", "O", "H", "O", "N", "H", "C", "N", "N", "C", "C", "C", "C", "H", "C", "H", "C", "S", "C", "C", "H", "H", "C", "C", "C", "B", "C", "H", "H", "H", "Te", "H", "C", "C", "H", "C", "N", "H", "C", "O", "O", "H", "C", "C", "H", "C", "C", "C", "C", "H", "N", "H", "O", "C", "N", "Cr", "H", "H", "H", "O", "H", "H", "H", "H", "C", "C", "S", "C", "H", "C", "H"], "xyz": [[-3.25673, 2.08327, -0.29365], [4.68016, 0.24767, 0.03239], [1.80837, -4.28444, -0.70081], [2.15730, -1.44991, 2.45625], [2.53860, -5.44127, -0.77538], [-2.52237, 4.48426, 1.77688], [0.49938, 4.02959, 0.73332], [0.59708, 0.28319, 4.52764], [3.20914, -2.30234, -5.23897], [-1.67291, -0.39992, 3.89605], [-2.11032, -0.77710, 0.21662], [-5.25790, -1.28249, 0.46726], [-2.45613, 4.05603, -0.42088], [-0.08349, 1.74724, 0.46555], [-0.02622, 0.19403, 2.06691], [-3.40717, -2.36772, 1.11773], [-4.18898, -1.38659, 0.53364], [-0.07384, -4.35501, 3.67279], [0.32210, -5.25176, -2.35341], [0.89938, -6.76278, 3.35047], [-0.02139, -1.42230, -4.95359], [0.29085, 2.43994, 3.72848], [0.03458, 1.52571, 1.79188], [-0.27214, -0.34129, 3.54580], [1.17620, -4.63844, 3.13995], [-0.19513, -2.95448, -1.49524], [-1.50500, -2.80628, 4.16476], [-3.54476, 1.93680, 1.79592], [0.38391, -0.64236, -3.90575], [1.65653, -6.05902, 3.00331], [0.50540, 3.84719, 2.11886], [-3.96224, 0.79308, -0.78101], [0.26021, 2.61276, 2.66502], [-0.71926, -5.16939, 3.98351], [-1.06169, -1.50807, -5.23484], [0.81798, -7.24471, -3.07105], [-0.85208, 0.61376, -2.74689], [4.15504, -7.74948, 0.28022], [2.93473, 0.19343, -0.30191], [1.04068, -2.13166, -5.57892], [0.71319, 4.98697, 0.28047], [0.18074, 2.95012, -0.05211], [1.79405, 0.14104, -0.52214], [2.08404, -3.45469, -0.06558], [1.54887, -2.26846, 2.82159], [3.68708, -5.77629, -0.07800], [-1.23776, -2.94104, -2.12578], [0.71004, 4.68527, 2.77569], [2.24569, -1.88407, -4.99335], [-2.71322, 3.83040, 0.94219], [1.89286, -6.28530, 1.96318], [1.08032, -6.42361, -2.41736], [-0.52022, -3.04457, 3.78471], [0.67211, -4.20295, -1.51511], [0.29525, -2.01144, 3.36410], [-3.81569, 0.67760, -1.96784], [-2.77977, 3.00034, -1.15607], [-0.56428, -5.12733, -2.96052], [0.30848, -2.01545, -0.76955], [4.07746, -7.05060, -0.55855], [-3.39887, -0.45366, -0.00388], [-0.14655, -0.13083, -0.32923], [2.94767, -3.78963, 2.27142], [-3.72427, -3.25600, 1.63568], [0.90367, -2.80744, -6.41315], [3.09094, -7.51909, -1.47168], [0.11088, 3.01475, -1.13081], [-2.02632, 4.92643, -0.89413], [5.04129, -6.96929, -1.07365], [-5.13571, 0.84116, -0.45578], [-2.10978, -1.93229, 0.88895], [1.97991, -3.57927, 2.71363], [2.08208, -0.79288, -3.68071], [2.18650, -6.48385, -1.60665], [2.56348, -6.21807, 3.59120], [-3.23189, 2.55320, 0.96741], [-1.18554, -2.39373, 1.19050]], "mulliken_charge": [0.922, -0.306, -0.565, 0.518, 0.660, 0.468, -0.794, -0.805, 0.403, -0.757, 2.188, 0.395, -0.479, 0.974, 0.337, -1.621, -0.317, -0.918, -0.556, 0.355, -0.411, 0.552, 0.052, 1.531, 1.217, -0.105, 0.474, 0.499, 0.109, -1.237, -0.600, -0.545, -0.693, 0.250, 0.355, 0.413, 0.211, 0.264, 0.106, -0.457, 0.413, -0.726, -0.309, 0.673, -0.090, -0.482, -0.725, 0.375, -0.588, -0.730, 0.084, -1.057, -0.242, -0.300, -0.861, -0.071, -0.902, 0.502, 0.605, -0.343, -0.369, -0.967, 0.408, 0.465, 0.335, -0.531, 0.387, 0.548, 0.264, -0.209, -0.606, -0.733, -0.124, 1.135, 0.330, -0.444, 0.801]}

---

# 3
{"formula": "C31H27BrGeNO2ReS", "method": "ωB97M-V/def2-TZVPD", "lumo_energy_ev": -12.2, "charge": 4, "e_above_lowest_kcal_mol": 0.0, "gap_ev": 7.365, "e_tot_ha": -6528.53753, "species": ["H", "C", "H", "Re", "C", "Br", "H", "H", "C", "C", "C", "H", "C", "H", "H", "C", "H", "C", "H", "C", "C", "C", "O", "H", "H", "H", "C", "H", "H", "C", "C", "O", "H", "H", "H", "C", "H", "C", "C", "H", "H", "C", "Ge", "C", "C", "C", "C", "C", "C", "H", "H", "C", "C", "C", "H", "C", "H", "H", "H", "C", "S", "C", "H", "N", "C"], "xyz": [[-3.00741, -0.14722, 4.75150], [2.94787, 3.23904, -1.76231], [-2.01899, -2.23982, -2.21380], [-0.56237, -1.74593, 0.83135], [-2.22898, -0.75209, 2.84588], [-0.34614, -0.72960, 3.19050], [0.00069, 4.88926, 3.11210], [-1.78490, -5.64756, 1.17223], [0.83790, -3.93528, -2.86301], [0.71481, 2.14160, -2.27837], [-0.08434, 3.20717, -1.76284], [3.15851, 1.38552, 1.57080], [0.36425, 3.37376, 1.64421], [5.83700, 1.80801, -0.68106], [4.86473, 4.01077, -1.23240], [-0.20951, -3.05842, -3.05276], [-5.75055, -1.05682, 1.52466], [-0.79823, -6.03439, 1.41860], [-0.35041, -2.59088, -4.01806], [2.18473, 2.08675, -1.95202], [-4.53274, -0.56744, 3.25526], [-4.74698, -0.96623, 1.91989], [0.02786, -3.50226, 1.75457], [1.52566, -4.13882, -3.67461], [1.90330, -5.20169, -1.45850], [-3.80569, -1.56307, 0.09453], [-1.92724, 2.49030, -3.11269], [-0.56571, 3.56058, 1.12158], [-6.37885, -0.37474, 3.77099], [0.68095, 4.12061, 2.76968], [-0.98846, -3.47596, -0.78929], [-5.47402, -0.28161, 4.10989], [-0.56013, -6.92619, 0.83391], [-1.99700, 4.17842, -1.78979], [-1.57988, 0.81073, -4.41201], [-3.67536, -1.25040, 1.12117], [4.49633, -0.24757, -0.95635], [4.05902, 0.72230, -1.15396], [-1.13785, -2.84066, -2.02861], [-1.88745, -3.60537, -0.17986], [-2.93852, 2.63732, -3.47160], [1.26776, 2.39862, 1.21706], [0.92521, 1.29126, -0.28437], [1.87062, 3.89037, 3.45110], [-1.15739, 1.44190, -3.64108], [2.75446, 2.90743, 3.02550], [2.73351, 0.81036, -1.62695], [-1.40314, 3.35745, -2.16915], [-3.20482, -0.45200, 3.73250], [2.53656, 4.21264, -1.99543], [0.36513, 3.93010, -1.09034], [0.13947, 1.25619, -3.23396], [4.25510, 3.12059, -1.32764], [0.08159, -0.39032, -0.03944], [2.21518, -0.09599, -1.93047], [1.04095, -4.56534, -1.61797], [2.11170, 4.48626, 4.32168], [-0.71304, -6.26349, 2.48153], [0.75570, 0.48964, -3.68737], [0.12605, -4.35100, -0.62979], [0.48006, -4.84921, 1.05507], [4.80836, 1.86932, -1.01212], [3.67765, 2.73726, 3.56381], [-2.39457, -1.16102, 1.56789], [2.46201, 2.14691, 1.90054]], "mulliken_charge": [0.555, -0.291, 0.471, -0.067, 0.392, 0.009, 0.483, 0.305, -0.513, 0.999, -0.496, 0.486, -0.104, 0.496, 0.487, -0.755, 0.395, -0.944, 0.577, 0.522, 0.904, -0.652, -0.478, 0.482, 0.538, 0.510, -0.529, 0.521, 0.361, -0.756, -1.391, -0.430, 0.439, 0.544, 0.541, -0.414, 0.505, -0.844, -0.023, 0.667, 0.513, 0.645, 0.069, -0.607, -0.863, -0.884, -0.697, -1.124, -0.551, 0.616, 0.845, 0.156, -0.573, 1.045, 0.494, -0.701, 0.465, 0.435, 0.614, 0.914, 0.380, -0.614, 0.497, -0.395, -0.182]}